[1]
The following is a quantum chemistry calculation of C3H3AgLiO2 as an isolated structure at a distorted geometry, from the Open Molecules 2025 dataset.

The geometry in XYZ format:
```
10
Properties=species:S:1:pos:R:3
Ag -1.390 -1.999 -1.083
O -3.041 -0.070 -0.094
O -0.335 -0.245 0.045
C 2.037 -0.092 -0.055
C -2.025 0.379 -0.736
C 0.801 0.436 -0.013
Li -1.805 0.707 1.726
H 2.899 0.543 0.153
H 0.665 1.511 0.182
H 2.195 -1.171 -0.125
```

Properties
Expectation value of S² = 0.75
DFT total energy = -420.93255 Ha
HOMO energy (alpha / beta) = -5.34 / -7.97 eV
Spin multiplicity = 2
Net charge = 0
Gap between HOMO and LUMO (alpha / beta) = 3.90 / 6.43 eV
Max |F| = 0.1390 Eh/bohr

Results of the natural (NBO) charge analysis, in e, for atoms 1 through 6: 0.108, -0.724, -0.884, -0.545, 0.411, 0.155

=====

[2]
The following is a quantum chemistry calculation of a 2-piece molecular cluster, C5H13NO overall at a distorted geometry, from the Open Molecules 2025 dataset.

The geometry in XYZ format:
```
20
Properties=species:S:1:pos:R:3
O -1.672 0.235 -2.069
N -1.645 0.302 0.957
C 0.828 -1.306 0.303
C 1.824 -1.886 -0.706
C -0.363 0.851 0.801
C 0.681 0.197 0.303
C -0.176 2.307 1.219
H -1.435 -0.614 -1.695
H 1.111 -1.605 1.315
H 2.877 -1.697 -0.515
H 0.411 2.916 0.545
H -1.959 0.133 -2.975
H 1.571 0.758 0.092
H -0.127 -1.801 0.096
H -1.803 -0.139 0.061
H 0.252 2.347 2.212
H -1.196 2.670 1.368
H -2.399 0.958 1.073
H 1.524 -1.654 -1.728
H 1.695 -2.973 -0.654
```

Properties
DFT total energy = -328.26286 Ha
HOMO energy = -7.76 eV
Spin multiplicity = 1
Net charge = 0
Gap between HOMO and LUMO = 8.47 eV
Max |F| = 0.0368 Eh/bohr

Results of the natural (NBO) charge analysis, in e, for atoms 1 through 6: -0.945, -0.821, -0.421, -0.602, 0.207, -0.303

=====

[3]
The following is a quantum chemistry calculation of C38H50As2MoN4O10P3 as an isolated structure, from the Open Molecules 2025 dataset.

The geometry in XYZ format:
```
108
Properties=species:S:1:pos:R:3
Mo 0.584 -0.261 0.021
As -1.514 0.262 1.279
As 0.196 3.957 0.498
P 2.267 -2.121 1.777
P 0.229 -2.063 -2.638
P 1.746 0.722 -2.850
O 0.873 0.915 -1.592
O 1.201 -3.148 -2.504
O 2.951 -1.209 2.689
O 2.135 -3.576 2.328
O 2.858 -2.222 0.309
O 3.097 0.142 -2.312
O 0.784 -1.587 1.377
O 1.786 1.814 -3.831
O -1.083 -2.447 -3.489
O -0.345 -1.410 -1.349
N 5.329 1.644 -1.289
N 1.730 1.074 0.945
N -0.321 0.087 -4.258
N 4.036 1.833 0.818
C -3.399 -3.266 3.706
C 0.864 -0.677 -3.687
C -2.196 7.443 0.539
C -2.445 -2.377 1.690
C 1.681 -5.814 2.906
C -0.109 4.501 -2.272
C -0.083 8.005 1.540
C -0.474 5.766 0.729
C -1.066 3.202 1.866
C 4.102 -2.993 -0.029
C -5.626 0.967 -0.865
C -0.630 3.694 -1.258
C -1.589 3.501 -3.882
C -0.574 4.399 -3.573
C 4.657 -2.342 -1.279
C -5.304 1.734 0.243
C -1.079 1.776 2.448
C 0.140 -3.979 3.610
C -1.359 8.375 1.145
C -3.502 -0.145 -0.725
C -3.060 -2.105 4.382
C -3.182 0.635 0.386
C 5.110 -2.912 1.105
C -2.132 -1.200 2.365
C -2.432 -1.061 3.710
C -2.112 2.692 -2.883
C -1.755 6.146 0.333
C 0.283 -4.677 1.170
C 1.017 -4.514 2.492
C -3.086 -3.405 2.359
C 4.729 1.743 -0.305
C 2.864 1.424 0.862
C 1.687 -1.237 -4.846
C 0.358 6.703 1.331
C -1.615 2.783 -1.585
C -4.079 1.569 0.879
C 3.664 -4.417 -0.318
C -4.727 0.022 -1.348
H 3.944 0.595 -2.486
H 5.522 -2.918 -1.613
H -0.737 3.831 2.698
H -0.315 -3.025 3.339
H -0.657 -4.691 3.828
H 2.873 -4.421 -1.071
H -2.197 -2.492 0.641
H -6.009 2.462 0.622
H -6.583 1.099 -1.354
H -0.548 -5.372 1.309
H -2.946 2.026 -3.098
H 0.050 0.880 -4.802
H -1.704 9.389 1.303
H -3.845 2.163 1.751
H 0.671 5.219 -2.045
H -0.119 -3.731 0.811
H -0.154 5.030 -4.346
H 3.312 -4.920 0.582
H 2.544 -1.772 -4.441
H -2.071 3.547 1.630
H -2.787 -0.865 -1.102
H 2.044 -0.426 -5.483
H -3.338 -4.317 1.832
H 0.950 -5.081 0.406
H -0.915 -0.526 -4.818
H -0.105 1.511 2.859
H 6.017 -3.431 0.792
H 4.520 -4.973 -0.705
H -2.186 -0.158 4.255
H 4.749 -3.387 2.018
H -1.987 3.455 -4.889
H 2.351 -6.182 2.127
H 0.574 8.729 2.007
H 2.254 -5.676 3.823
H -1.802 1.747 3.265
H 0.915 -6.572 3.084
H -1.125 -3.398 -3.663
H -0.888 0.522 -3.521
H 1.110 -1.944 -5.447
H -2.411 5.432 -0.156
H -4.990 -0.582 -2.208
H -2.036 2.153 -0.828
H 4.982 -1.321 -1.085
H -3.291 -2.000 5.434
H 5.362 -1.878 1.340
H -3.900 -4.070 4.232
H 1.359 6.424 1.636
H -3.191 7.734 0.226
H 0.738 -3.839 4.511
H 3.911 -2.341 -2.072
```

Properties
Expectation value of S² = 2.01
DFT total energy = -8013.41902 Ha
HOMO energy (alpha / beta) = -10.71 / -10.72 eV
Spin multiplicity = 3
Net charge = +1
Gap between HOMO and LUMO (alpha / beta) = 6.51 / 6.83 eV
Max |F| = 0.0184 Eh/bohr

Results of the Mulliken charge analysis, in e, for atoms 1 through 6: 0.129, 1.791, 0.243, -0.145, 0.598, 0.413